# C2H5O6P

A 2-piece molecular cluster, C2H5O6P overall (ωB97M-V/def2-TZVPD, the OMol25 dataset).

CARTESIAN COORDINATES (ANGSTROEM)
P: 2.0730 0.3625 1.8652
O: 1.2169 -0.9983 2.4624
O: 3.2742 0.4838 2.6965
O: -1.3307 0.8267 0.9732
O: 0.9318 1.5340 2.3473
O: -1.3058 -1.4027 0.7140
O: 2.2733 0.1985 0.3976
C: -0.4562 -0.0960 -1.1097
C: -1.1157 -0.2308 0.3314
H: -1.0889 -0.6981 -1.7611
H: 0.1668 1.1454 1.8417
H: 0.4646 -0.4697 -0.9789
H: 0.4979 -1.0936 1.7979
H: -0.3955 1.0630 -1.2755

Computed properties:
* total charge: -2
* HOMO level: -1.47 eV
* ΔE to the lowest compared entry with this formula, charge and spin: 0.0000 eV
* orbital gap: 8.30 eV
* electronic energy: -23732.7866 eV